1.
43
Properties=species:S:1:pos:R:3 method="wB97M-V/def2-TZVPD" homo_ev="-2.370 / -2.023" total_charge=-1 multiplicity=8 lumo_energy_ev="2.73 / 2.73" s_squared=16.131
Gd 1.207 -0.044 -1.061
Cl -0.717 -1.745 -1.187
Cl 0.759 2.289 -0.134
C 3.366 -0.461 -0.966
H 3.822 0.563 -1.280
H 3.566 -0.981 -2.003
C -1.241 1.630 -2.763
C -0.115 1.062 -3.012
H -1.276 2.366 -1.960
C 0.013 -0.153 -3.914
H 0.915 1.454 -2.680
C -1.071 -0.138 -5.011
H 1.014 -0.300 -4.370
H -0.251 -1.009 -3.255
C -2.475 0.065 -4.394
H -0.877 0.659 -5.746
H -1.115 -1.094 -5.536
C -2.567 1.308 -3.408
H -3.264 0.181 -5.165
H -2.733 -0.799 -3.755
H -3.090 2.132 -3.902
H -3.280 1.026 -2.605
C 2.893 -0.927 3.293
N 1.511 -0.589 3.587
C 1.254 -0.194 4.955
C 0.638 -0.458 2.545
N 1.083 -0.563 1.303
N -0.678 -0.221 2.757
C -1.347 -0.252 4.043
C -1.523 -0.011 1.601
H 3.425 -1.019 4.240
H 3.371 -0.156 2.675
H 2.939 -1.880 2.755
H 0.836 0.819 5.030
H 0.605 -0.912 5.474
H 2.213 -0.196 5.483
H 2.079 -0.797 1.333
H -1.120 0.631 4.654
H -2.426 -0.240 3.862
H -1.123 -1.162 4.610
H -1.231 0.905 1.071
H -1.428 -0.847 0.892
H -2.561 0.058 1.940

2.
44
Properties=species:S:1:pos:R:3 method="wB97M-V/def2-TZVPD" homo_ev=-19.002 total_charge=+3 lumo_energy_ev=-12.06
Zr 0.144 0.411 0.893
P -2.344 0.413 0.333
C -2.180 1.512 -1.143
C -0.826 1.566 -1.812
N 0.286 1.145 -1.143
C 1.529 1.324 -1.681
C 1.670 1.894 -2.930
C 0.546 2.283 -3.646
C -0.707 2.109 -3.075
C 2.753 0.958 -0.869
P 2.546 -0.343 0.433
H -1.625 2.401 -3.586
H 2.679 2.016 -3.322
H 0.647 2.720 -4.636
H 3.535 0.571 -1.540
H 3.171 1.857 -0.379
H -2.902 1.185 -1.826
H -2.472 2.529 -0.821
H -1.595 -4.065 -1.867
O -2.480 -3.813 -1.998
H -2.596 -3.786 -2.966
H -0.021 -2.528 4.934
O 0.018 -1.573 3.307
H -0.385 -2.400 2.995
C 3.077 -1.843 -0.434
H 4.090 -1.718 -0.842
H 3.066 -2.680 0.278
H 2.379 -2.072 -1.250
C 3.894 0.013 1.595
H 3.710 -0.564 2.513
H 4.866 -0.280 1.172
H 3.902 1.081 1.851
C -3.538 1.304 1.368
H -4.162 1.982 0.769
H -4.175 0.573 1.884
H -2.994 1.890 2.121
C -3.248 -1.025 -0.295
H -3.479 -1.671 0.565
H -4.187 -0.715 -0.777
H -2.659 -1.625 -1.002
Cl 0.414 2.435 1.968
C -0.088 -1.486 4.707
H 0.770 -0.938 5.100
H -1.029 -1.048 5.054

3.
46
Properties=species:S:1:pos:R:3 method="wB97M-V/def2-TZVPD" homo_ev=-8.220 lumo_energy_ev=0.24 smiles="C[Si](C)(C)OCCP(CN)CC(=O)I.C[C@@H]1COC(=O)O1"
C -0.244 0.870 -3.680
Si 0.690 -0.677 -4.263
C -0.666 -1.897 -4.826
C 1.700 -0.269 -5.806
O 1.621 -1.406 -3.060
C 0.821 -2.019 -2.039
C 1.515 -2.084 -0.665
P 2.419 -0.564 -0.115
C 3.789 -0.149 -1.319
N 4.488 -1.367 -1.775
C 1.258 0.909 -0.200
C 0.110 0.772 0.784
O -0.519 -0.173 0.941
I -0.374 2.507 2.026
H -0.764 0.586 -2.752
H 0.505 1.618 -3.374
H -0.927 1.273 -4.430
H -1.471 -1.924 -4.081
H -0.257 -2.894 -5.021
H -1.066 -1.473 -5.758
H 1.176 0.545 -6.325
H 1.760 -1.102 -6.515
H 2.713 0.031 -5.508
H 0.646 -3.063 -2.357
H -0.182 -1.564 -1.994
H 2.137 -2.979 -0.569
H 0.711 -2.219 0.074
H 4.455 0.619 -0.908
H 3.309 0.294 -2.207
H 5.453 -1.300 -1.463
H 4.533 -1.353 -2.788
H 1.829 1.793 0.114
H 0.907 1.128 -1.219
C -2.512 0.882 4.787
C -2.999 1.704 5.954
C -2.847 1.039 7.297
O -3.884 1.663 8.060
C -4.855 2.036 7.181
O -5.934 2.421 7.492
O -4.419 1.904 5.897
H -2.950 -0.119 4.802
H -2.811 1.341 3.846
H -1.427 0.789 4.801
H -2.524 2.690 5.942
H -1.873 1.216 7.751
H -3.037 -0.037 7.269

4.
41
Properties=species:S:1:pos:R:3 method="wB97M-V/def2-TZVPD" homo_ev=-4.829 lumo_energy_ev=-0.19
N -6.901 -2.603 0.385
N -6.318 -2.833 -0.791
C -5.149 -2.693 -1.143
S -4.027 -1.650 -1.713
H -6.349 -1.842 0.805
C 3.436 2.166 0.596
C 3.378 0.651 0.774
C 2.792 -0.082 -0.435
C 1.350 0.229 -0.807
N 0.262 -0.160 0.182
C -0.932 -0.705 -0.575
C -0.553 -2.124 -0.918
C 0.252 -2.616 0.297
C 0.640 -1.341 1.060
C -0.152 1.015 1.044
C -1.086 2.042 0.412
C -0.546 2.934 -0.704
H 2.446 2.614 0.498
H 3.916 2.634 1.456
H 4.011 2.434 -0.292
H 2.834 0.411 1.691
H 4.394 0.281 0.925
H 2.925 -1.162 -0.331
H 3.386 0.190 -1.312
H 1.110 -0.281 -1.738
H 1.241 1.292 -0.995
H -1.784 -0.683 0.104
H -1.130 -0.077 -1.440
H 0.061 -2.163 -1.819
H -1.447 -2.715 -1.109
H 1.122 -3.197 -0.008
H -0.346 -3.257 0.942
H 1.685 -1.293 1.339
H 0.048 -1.248 1.966
H 0.764 1.475 1.414
H -0.676 0.585 1.896
H -1.387 2.684 1.243
H -2.004 1.558 0.076
H 0.420 3.374 -0.443
H -1.241 3.753 -0.880
H -0.443 2.403 -1.651

5.
42
Properties=species:S:1:pos:R:3 method="wB97M-V/def2-TZVPD" homo_ev=-8.497 lumo_energy_ev=0.83 smiles="COCCCPCC=O.CC(C)=O.CC(C)=O"
C 2.249 -0.675 -1.026
O 2.218 -0.744 0.391
C 0.917 -0.672 0.915
C 0.351 0.743 0.964
C -1.190 0.726 0.956
P -1.932 1.094 -0.687
C -2.892 -0.472 -0.966
C -4.017 -0.554 0.036
O -4.587 0.417 0.521
H 3.189 -1.094 -1.354
H 2.206 0.364 -1.350
H 1.434 -1.245 -1.460
H 0.970 -1.075 1.922
H 0.240 -1.317 0.346
H 0.665 1.227 1.884
H 0.749 1.340 0.150
H -1.516 -0.254 1.303
H -1.561 1.456 1.657
H -0.858 0.858 -1.574
H -3.274 -0.497 -1.981
H -2.250 -1.336 -0.805
H -4.327 -1.571 0.335
C 3.935 -4.320 -1.398
C 3.368 -4.155 -2.789
O 2.674 -3.211 -3.081
C 3.710 -5.228 -3.795
H 3.616 -3.492 -0.768
H 3.585 -5.257 -0.963
H 5.025 -4.343 -1.440
H 3.350 -6.196 -3.444
H 4.791 -5.287 -3.925
H 3.244 -4.994 -4.749
C -1.848 5.674 3.558
C -2.015 4.488 2.639
O -1.260 3.546 2.680
C -3.168 4.529 1.666
H -0.988 5.519 4.203
H -1.701 6.582 2.971
H -2.742 5.799 4.171
H -3.070 5.395 1.010
H -4.111 4.610 2.209
H -3.176 3.623 1.064

6.
45
Properties=species:S:1:pos:R:3 method="wB97M-V/def2-TZVPD" homo_ev=-8.278 lumo_energy_ev=0.72
C -1.501 1.824 0.143
P -2.094 0.292 1.086
C -3.827 0.809 1.678
C -2.462 -1.109 -0.129
C -1.279 -2.043 -0.617
O -1.587 -2.246 -2.034
S -1.954 -0.676 -2.486
O -0.656 0.013 -2.258
O -2.582 -0.523 -3.815
O -3.096 -0.459 -1.282
H -0.397 1.891 0.133
H -1.878 1.832 -0.906
H -1.905 2.744 0.628
H -4.465 0.824 0.755
H -4.193 -0.010 2.334
H -3.781 1.794 2.180
H -3.111 -1.785 0.474
H -0.237 -1.742 -0.380
H -1.492 -3.060 -0.215
C 2.497 -4.954 -2.877
C 3.283 -4.053 -1.944
C 2.178 -3.411 -1.124
O 1.113 -4.368 -1.046
C 1.367 -5.426 -1.980
H 3.082 -5.775 -3.291
H 2.094 -4.368 -3.708
H 3.926 -4.657 -1.298
H 3.908 -3.323 -2.459
H 1.790 -2.512 -1.615
H 2.503 -3.144 -0.116
H 1.658 -6.315 -1.411
H 0.455 -5.651 -2.535
C 1.520 4.393 3.213
C 1.124 5.633 2.434
C 0.776 5.053 1.075
O 0.279 3.728 1.306
C 0.554 3.357 2.664
H 1.447 4.510 4.294
H 2.548 4.113 2.967
H 0.236 6.087 2.885
H 1.906 6.391 2.385
H 1.663 4.974 0.437
H 0.021 5.639 0.548
H -0.393 3.366 3.215
H 0.962 2.345 2.692

7.
44
Properties=species:S:1:pos:R:3 method="wB97M-V/def2-TZVPD" homo_ev=-12.357 total_charge=+1 lumo_energy_ev=-2.52 smiles=CC[C@@H](F)N1CC[N@@+](B(C)O)([C@H](Cl)CC)[C@H](C)C1
C -3.945 -0.614 -2.952
C -2.496 -0.982 -2.621
C -1.916 -0.169 -1.471
F -2.186 -0.880 -0.266
N -0.518 0.115 -1.577
C -0.058 1.469 -1.371
C 0.702 1.751 -0.051
N 1.025 0.516 0.740
B 2.186 0.798 1.793
C 2.829 2.202 1.968
O 2.574 -0.322 2.451
C -0.203 0.124 1.558
Cl -0.156 1.202 3.003
C -0.307 -1.311 2.022
C -1.695 -1.579 2.637
C 1.495 -0.568 -0.211
C 2.832 -0.160 -0.852
C 0.408 -0.949 -1.239
H -4.121 0.454 -2.809
H -4.169 -0.842 -3.993
H -4.656 -1.155 -2.327
H -1.866 -0.789 -3.490
H -2.421 -2.045 -2.377
H -2.448 0.781 -1.372
H -0.918 2.135 -1.415
H 0.591 1.768 -2.201
H 1.629 2.268 -0.271
H 0.133 2.409 0.604
H 3.571 2.399 1.184
H 2.106 3.015 1.912
H 3.346 2.244 2.927
H 3.518 -0.524 2.444
H -1.088 0.419 1.007
H 0.469 -1.514 2.757
H -0.148 -1.994 1.189
H -1.622 -1.739 3.710
H -2.166 -2.438 2.165
H -2.369 -0.733 2.489
H 1.694 -1.454 0.386
H 2.940 -0.646 -1.818
H 2.940 0.913 -1.008
H 3.674 -0.482 -0.237
H -0.148 -1.816 -0.886
H 0.955 -1.279 -2.130

8.
57
Properties=species:S:1:pos:R:3 method="wB97M-V/def2-TZVPD" homo_ev=-5.421 total_charge=-1 lumo_energy_ev=2.46
B -0.555 0.037 -0.462
F -1.400 0.127 0.594
F 0.781 0.164 0.022
F -0.693 -1.173 -1.071
F -0.846 1.039 -1.361
C 1.013 -2.968 1.429
O 1.309 -3.997 1.880
N 0.106 -2.107 1.767
N 1.512 -2.591 0.344
H -0.667 -2.271 2.396
H 0.366 -1.186 1.444
H 1.180 -1.702 0.000
H 1.966 -3.228 -0.295
C -3.431 0.541 4.472
O -3.321 1.726 4.700
N -4.099 -0.285 5.158
N -2.832 -0.054 3.422
H -3.768 -1.210 5.392
H -4.751 0.039 5.859
H -2.877 -1.058 3.325
H -2.297 0.504 2.772
C -1.169 -4.675 -1.758
O -1.080 -5.716 -2.360
N -1.096 -3.503 -2.300
N -1.300 -4.649 -0.473
H -1.010 -3.288 -3.283
H -0.943 -2.707 -1.698
H -1.255 -5.560 -0.039
H -1.387 -3.804 0.074
C 3.133 2.306 1.542
O 3.149 1.185 2.136
N 4.051 3.190 1.660
N 2.301 2.534 0.554
H 3.846 4.143 1.393
H 4.848 2.897 2.207
H 1.563 1.892 0.302
H 2.389 3.469 0.182
N -1.535 3.171 -0.214
C -0.951 4.349 -0.579
C -1.515 5.397 0.127
C -2.578 4.948 0.888
C -2.373 3.523 0.843
H -1.284 2.274 -0.603
H -0.255 4.406 -1.404
H -1.136 6.406 0.050
H -3.242 5.549 1.491
H -2.765 2.676 1.387
N 1.825 -0.512 -3.399
C 2.243 -0.085 -4.615
C 3.069 -0.983 -5.318
C 3.138 -2.076 -4.398
C 2.529 -1.702 -3.146
H 1.070 -0.110 -2.862
H 1.810 0.820 -5.016
H 3.349 -0.862 -6.354
H 3.600 -3.037 -4.566
H 2.265 -2.212 -2.232

9.
45
Properties=species:S:1:pos:R:3 method="wB97M-V/def2-TZVPD" homo_ev="-15.380 / -15.381" total_charge=+2 lumo_energy_ev="-10.64 / -10.64"
N -1.866 -0.376 1.308
C -2.969 -1.007 1.722
O -3.943 -0.456 2.306
Tl -2.689 1.345 2.716
Nb -0.037 0.052 1.244
N 0.257 1.801 0.300
N 0.841 -1.438 0.184
C -0.367 2.565 -0.811
C 0.198 -2.435 -0.726
C -0.083 4.074 -0.646
C 0.180 2.070 -2.169
C -1.888 2.347 -0.778
C -0.510 -3.507 0.133
C 1.229 -3.100 -1.664
C -0.836 -1.700 -1.597
H -0.399 4.420 0.355
H -0.642 4.649 -1.404
H 0.988 4.309 -0.773
H 1.280 2.149 -2.208
H -0.230 2.670 -3.001
H -0.096 1.015 -2.327
H -2.128 1.272 -0.807
H -2.368 2.847 -1.637
H -2.310 2.790 0.147
H 0.206 -3.979 0.831
H -0.940 -4.304 -0.502
H -1.325 -3.043 0.716
H 1.952 -3.728 -1.116
H 1.788 -2.340 -2.239
H 0.701 -3.751 -2.382
H -1.392 -2.419 -2.225
H -0.331 -0.975 -2.259
H -1.563 -1.167 -0.962
C 1.657 2.125 0.585
H 2.068 1.383 1.306
H 2.309 2.081 -0.311
H 1.780 3.113 1.071
C 2.205 -1.751 0.604
H 2.520 -1.040 1.393
H 2.293 -2.766 1.050
H 2.944 -1.681 -0.219
Cl -0.196 -1.952 3.825
C 0.373 -0.325 3.386
H -0.127 0.432 4.021
H 1.466 -0.266 3.560

10.
59
Properties=species:S:1:pos:R:3 method="wB97M-V/def2-TZVPD" homo_ev=-9.265 lumo_energy_ev=-0.04
Zr -1.101 0.607 -1.386
C 2.242 -0.529 -1.729
O 2.321 -1.383 -0.583
O 1.026 0.025 -1.674
C 3.471 0.412 -1.602
F 4.598 -0.285 -1.817
F 3.457 1.448 -2.460
F 3.588 0.932 -0.360
C 3.149 -2.527 -0.755
C 2.773 -3.585 0.288
H 3.131 -3.267 1.267
H 1.705 -3.741 0.451
H 3.178 -4.524 -0.087
H 4.207 -2.316 -0.580
H 3.131 -2.991 -1.745
H 2.371 -1.002 -2.710
C 0.046 3.815 -0.380
O 0.785 3.307 0.710
O -0.531 2.750 -1.004
C -1.008 4.836 0.161
F -2.038 4.949 -0.704
F -1.572 4.424 1.318
F -0.487 6.051 0.349
C 1.645 4.235 1.394
C 2.399 3.336 2.397
H 1.772 2.755 3.073
H 2.928 2.585 1.807
H 3.113 3.925 2.973
H 1.124 4.995 1.975
H 2.400 4.616 0.708
H 0.671 4.386 -1.078
C -2.268 -2.368 0.093
O -2.070 -2.520 1.500
O -1.606 -1.296 -0.320
C -1.859 -3.720 -0.557
F -2.900 -4.575 -0.476
F -1.637 -3.562 -1.883
F -0.793 -4.285 -0.018
C -3.180 -3.039 2.214
C -2.796 -3.241 3.663
H -1.948 -3.925 3.749
H -2.392 -2.300 4.047
H -3.598 -3.623 4.289
H -3.525 -4.009 1.844
H -4.029 -2.357 2.102
H -3.363 -2.335 -0.013
F -3.043 0.838 -2.296
O -1.229 -1.036 -3.160
H -2.036 -1.153 -3.679
H -0.647 -1.764 -3.406
O -0.052 0.668 0.682
H 0.342 1.546 0.872
H -0.097 0.207 1.526
O -2.601 1.326 0.392
H -2.450 1.740 1.248
H -3.525 1.045 0.396
O -0.544 1.610 -3.394
H -0.270 1.324 -4.271
H -0.380 2.564 -3.361

The following energy values (in a.u.) correspond, in order, to the records above: -2322.5284; -1866.4736; -1831.7846; -1034.4946; -1114.4823; -1663.0990; -1242.3296; -1746.0489; -1401.2842; -2271.1699.